(1)
20 unconnected molecules or ions with the total composition BrH38O19 in a non-equilibrium geometry. Source: OMol25; level of theory: wB97M-V/def2-TZVPD.

Geometry (Å):
Br1 -0.387 0.137 0.399
O1 1.441 2.923 3.535
H1 2.394 2.847 3.496
H2 1.192 3.272 2.679
O2 -0.893 -0.882 5.723
H3 -0.845 -1.838 5.725
H4 -0.644 -0.631 4.833
O3 -3.865 -1.423 -3.605
H5 -3.544 -0.853 -2.906
H6 -3.104 -1.948 -3.855
O4 -1.355 -2.096 -2.035
H7 -1.292 -1.326 -1.470
H8 -1.517 -2.823 -1.434
O5 4.335 -2.089 1.335
H9 3.584 -1.879 0.780
H10 3.964 -2.185 2.213
O6 2.853 -2.660 3.678
H11 1.983 -2.760 3.291
H12 2.729 -2.863 4.605
O7 0.439 -1.132 -3.713
H13 -0.162 -1.402 -3.019
H14 0.336 -0.181 -3.764
O8 -3.652 -0.920 -0.093
H15 -2.862 -0.398 -0.232
H16 -4.365 -0.364 -0.406
O9 -2.927 1.087 -2.267
H17 -3.239 1.678 -2.953
H18 -2.418 1.646 -1.681
O10 0.416 5.888 0.073
H19 -0.445 6.256 -0.127
H20 0.267 4.945 0.134
O11 0.347 0.255 3.643
H21 0.149 0.281 2.707
H22 0.518 1.168 3.877
O12 0.461 -3.306 2.083
H23 0.415 -2.580 1.461
H24 -0.447 -3.452 2.349
O13 -3.078 2.380 1.149
H25 -2.318 2.385 0.568
H26 -3.108 1.489 1.498
O14 -0.073 3.409 1.086
H27 0.382 2.592 0.881
H28 -0.547 3.221 1.897
O15 -1.860 -4.321 -0.262
H29 -1.799 -4.095 0.666
H30 -2.150 -5.233 -0.268
O16 1.348 2.222 -4.554
H31 1.959 2.885 -4.876
H32 1.600 2.087 -3.641
O17 3.028 -0.708 -3.482
H33 3.442 -0.770 -4.343
H34 2.116 -0.957 -3.636
O18 2.658 -1.340 -0.653
H35 2.945 -0.967 -1.486
H36 1.766 -1.010 -0.537
O19 1.421 1.926 -1.999
H37 1.385 2.871 -1.852
H38 1.024 1.546 -1.214

Results
**Total charge**: -1
**HOMO energy**: -7.2383 eV
**Relative energy (zero: lowest compared OMol25 entry of this formula, charge and spin)**: 0.0 kJ/mol



(2)
3 unconnected molecules or ions with the total composition C3H9P in a non-equilibrium geometry. Source: OMol25; level of theory: wB97M-V/def2-TZVPD.

Geometry (Å):
C1 -0.226 -1.016 -2.215
C2 -1.113 -0.994 -1.186
C3 1.198 0.034 0.947
P1 0.932 1.504 0.292
H1 0.256 -1.917 -2.593
H2 0.134 -0.094 -2.661
H3 -1.607 2.043 3.416
H4 -1.714 -0.162 -0.833
H5 -1.233 -2.092 -0.784
H6 2.025 -0.528 0.603
H7 0.724 -0.409 1.750
H8 1.958 1.382 -0.832
H9 -1.335 2.249 4.095

Results
**Total charge**: 0
**2S+1**: 3
**HOMO energy (spin up / spin down)**: -6.4471 / -9.6417 eV
**Relative energy (zero: lowest compared OMol25 entry of this formula, charge and spin)**: 337.7 kJ/mol



(3)
A molecular structure, C14H19FeNO3PS4. Source: OMol25; level of theory: wB97M-V/def2-TZVPD.

Geometry (Å):
Fe1 -0.802 0.664 -1.091
C1 3.330 2.587 -1.377
C2 1.858 2.272 -1.300
S1 1.385 0.652 -1.339
C3 0.897 3.274 -1.189
C4 1.266 4.734 -1.145
S2 -0.746 2.890 -1.099
H1 3.911 1.669 -1.443
H2 3.665 3.141 -0.497
H3 3.559 3.197 -2.253
H4 2.334 4.898 -1.269
H5 0.961 5.175 -0.194
H6 0.742 5.279 -1.932
S3 -3.108 0.205 -1.393
C5 -2.332 -1.315 -1.428
N1 -1.021 -1.295 -1.395
C6 -0.476 -2.568 -1.299
C7 0.875 -2.895 -1.221
C8 1.230 -4.229 -1.133
C9 0.265 -5.237 -1.131
C10 -1.080 -4.922 -1.212
C11 -1.440 -3.584 -1.290
S4 -3.039 -2.896 -1.383
H7 1.626 -2.118 -1.229
H8 2.277 -4.495 -1.071
H9 0.568 -6.273 -1.065
H10 -1.832 -5.700 -1.212
C12 -1.329 -1.638 2.800
O1 -0.987 -1.169 1.488
P1 -0.978 0.386 1.133
O2 -2.331 0.862 1.837
C13 -2.877 2.165 1.614
O3 0.046 1.028 2.196
C14 1.457 0.811 2.118
H11 -1.009 -2.675 2.849
H12 -2.406 -1.570 2.944
H13 -0.819 -1.053 3.565
H14 -3.837 2.186 2.121
H15 -3.023 2.343 0.550
H16 -2.220 2.929 2.032
H17 1.869 1.139 3.069
H18 1.890 1.390 1.306
H19 1.682 -0.246 1.970

Results
**Total charge**: 0
**2S+1**: 2
**HOMO energy (spin up / spin down)**: -7.5564 / -7.8046 eV
**Relative energy (zero: lowest compared OMol25 entry of this formula, charge and spin)**: 0.0 kJ/mol



(4)
A molecular structure, C21H43HoN2OP3 in a non-equilibrium geometry. Source: OMol25; level of theory: wB97M-V/def2-TZVPD.

Geometry (Å):
Ho1 -0.800 -0.018 -1.129
P1 1.259 0.759 0.798
P2 -1.400 2.430 -1.926
P3 1.612 -0.460 -2.533
H1 -1.826 -3.384 -0.300
C1 -0.751 -3.629 -0.327
C2 0.102 -3.195 0.635
H2 -0.260 -2.579 1.456
C3 0.907 1.053 2.573
C4 2.006 2.398 0.454
C5 2.799 -0.200 1.027
C6 -2.774 2.143 -3.098
C7 -2.078 3.715 -0.840
C8 -0.096 3.378 -2.762
C9 2.581 -1.938 -2.055
C10 3.058 0.658 -2.544
C11 1.397 -0.615 -4.352
H3 -0.414 -4.156 -1.228
H4 1.169 -3.376 0.589
H5 0.341 0.217 3.002
H6 0.348 1.986 2.721
H7 1.869 1.134 3.096
H8 1.250 3.185 0.551
H9 2.454 2.439 -0.542
H10 2.786 2.556 1.211
H11 2.557 -1.226 1.324
H12 3.355 0.282 1.842
H13 3.424 -0.210 0.131
H14 -3.025 3.168 -3.433
H15 -3.656 1.677 -2.613
H16 -2.501 1.594 -4.010
H17 -2.487 4.501 -1.495
H18 -1.255 4.076 -0.207
H19 -2.851 3.282 -0.189
H20 -0.565 4.298 -3.150
H21 0.384 2.794 -3.561
H22 0.688 3.615 -2.018
H23 3.064 -2.341 -2.955
H24 1.955 -2.702 -1.583
H25 3.355 -1.661 -1.329
H26 3.704 0.325 -3.369
H27 3.620 0.600 -1.610
H28 2.760 1.697 -2.711
H29 2.375 -0.804 -4.818
H30 0.981 0.329 -4.738
H31 0.689 -1.413 -4.623
C12 -2.319 -1.646 -3.885
C13 -3.339 -1.081 -4.648
C14 -3.460 -1.517 -5.982
C15 -2.565 -2.468 -6.472
C16 -1.619 -3.072 -5.640
C17 -1.535 -2.732 -4.280
O1 -1.952 -0.938 -2.732
H32 -2.372 -0.025 -2.802
H33 -3.996 -0.285 -4.253
H34 -4.259 -1.077 -6.597
H35 -2.644 -2.766 -7.526
H36 -0.941 -3.804 -6.051
H37 -0.853 -3.256 -3.589
C18 -2.766 2.129 3.730
N1 -2.619 1.176 2.636
C19 -3.088 -0.136 2.663
C20 -2.708 -0.713 1.490
N2 -2.017 0.241 0.734
C21 -1.960 1.370 1.483
H38 -3.824 2.372 3.892
H39 -2.379 1.709 4.666
H40 -2.219 3.051 3.505
H41 -3.617 -0.529 3.521
H42 -2.874 -1.715 1.128
H43 -1.471 2.313 1.227

Results
**Total charge**: +3
**2S+1**: 5
**HOMO energy (spin up / spin down)**: -16.9799 / -16.9814 eV
**Relative energy (zero: lowest compared OMol25 entry of this formula, charge and spin)**: 0.0 kJ/mol



(5)
A single C4H2O4 molecule in a non-equilibrium geometry. Source: OMol25; level of theory: wB97M-V/def2-TZVPD.

Geometry (Å):
C1 2.054 0.190 -0.148
C2 0.633 -0.159 -0.016
C3 -0.639 -0.187 -0.290
C4 -2.149 -0.072 -0.218
H1 3.534 -0.864 0.513
H2 -3.311 0.885 0.678
O1 2.570 -0.902 0.505
O2 2.728 0.915 -0.846
O3 -2.395 1.169 0.466
O4 -3.026 -0.974 -0.643

Results
**Total charge**: 0
**HOMO energy**: -11.1389 eV
**Relative energy (zero: lowest compared OMol25 entry of this formula, charge and spin)**: 233.7 kJ/mol



(6)
A molecular structure, C35H51Cl5N8O2PSn. Source: OMol25; level of theory: wB97M-V/def2-TZVPD.

Geometry (Å):
Sn1 0.837 -0.199 -0.697
Cl1 4.475 0.367 -1.384
C1 4.123 -0.478 0.107
C2 2.824 -0.908 0.335
C3 2.605 -1.538 1.544
Cl2 0.961 -2.053 1.920
C4 3.602 -1.786 2.485
Cl3 3.275 -2.655 3.931
C5 4.891 -1.321 2.226
Cl4 6.142 -1.560 3.374
C6 5.154 -0.650 1.029
Cl5 6.729 -0.022 0.729
N1 0.529 2.963 -1.364
C7 1.819 2.787 -2.030
C8 2.413 4.037 -2.684
C9 2.626 5.233 -1.754
C10 3.916 5.211 -0.928
N2 4.164 3.985 -0.162
C11 3.399 3.553 0.836
N3 3.620 2.352 1.365
N4 2.411 4.299 1.326
C12 1.607 1.676 -3.074
O1 1.644 1.932 -4.258
O2 1.366 0.482 -2.604
H1 -0.162 3.337 -2.006
H2 0.588 3.589 -0.569
H3 2.503 2.376 -1.284
H4 1.737 4.324 -3.490
H5 3.350 3.767 -3.181
H6 1.750 5.369 -1.114
H7 2.682 6.143 -2.354
H8 3.956 6.065 -0.246
H9 4.773 5.317 -1.589
H10 4.857 3.340 -0.508
H11 4.246 1.729 0.877
H12 2.970 1.975 2.043
H13 2.311 5.259 1.052
H14 1.837 3.914 2.067
C13 -2.196 -1.265 -3.694
C14 -3.125 -0.538 -2.714
C15 -4.571 -0.900 -3.050
C16 -2.899 0.966 -2.884
P1 -2.526 -1.061 -1.013
C17 -3.157 -2.779 -0.882
C18 -2.216 -3.777 -1.135
C19 -2.556 -5.123 -1.111
C20 -3.858 -5.497 -0.815
C21 -4.810 -4.519 -0.558
C22 -4.466 -3.177 -0.599
C23 -3.384 -0.070 0.337
C24 -3.229 -0.888 1.627
C25 -4.853 0.312 0.145
C26 -2.578 1.226 0.529
H15 -2.492 -1.024 -4.719
H16 -2.249 -2.349 -3.578
H17 -1.160 -0.946 -3.564
H18 -4.796 -0.573 -4.069
H19 -5.289 -0.423 -2.385
H20 -4.727 -1.979 -3.010
H21 -3.054 1.237 -3.932
H22 -1.876 1.249 -2.619
H23 -3.591 1.559 -2.286
H24 -1.197 -3.491 -1.361
H25 -1.803 -5.873 -1.318
H26 -4.133 -6.543 -0.787
H27 -5.830 -4.803 -0.334
H28 -5.235 -2.440 -0.416
H29 -3.813 -1.807 1.611
H30 -3.569 -0.287 2.476
H31 -2.182 -1.154 1.796
H32 -5.509 -0.547 0.020
H33 -4.990 0.973 -0.710
H34 -5.195 0.855 1.032
H35 -1.535 1.014 0.771
H36 -3.009 1.791 1.361
H37 -2.595 1.867 -0.351
C27 0.903 -0.160 5.538
C28 0.122 1.118 5.211
C29 -1.343 0.792 4.897
C30 0.230 2.126 6.360
C31 0.719 1.725 4.006
N5 1.170 2.226 3.077
H38 0.470 -0.616 6.429
H39 1.952 0.058 5.740
H40 0.846 -0.878 4.721
H41 -1.808 0.374 5.791
H42 -1.419 0.059 4.093
H43 -1.896 1.686 4.608
H44 -0.189 1.673 7.259
H45 -0.328 3.037 6.143
H46 1.268 2.390 6.560
N6 1.481 -5.789 -1.287
C32 1.451 -4.604 -1.966
C33 1.304 -3.382 -1.292
N7 1.200 -2.240 -1.958
C34 1.255 -2.277 -3.295
C35 1.417 -3.493 -3.937
N8 1.512 -4.648 -3.293
H47 1.716 -5.784 -0.310
H48 1.784 -6.590 -1.816
H49 1.253 -3.352 -0.214
H50 1.185 -1.341 -3.823
H51 1.473 -3.535 -5.018

Results
**Total charge**: +1
**HOMO energy**: -9.5195 eV
**Relative energy (zero: lowest compared OMol25 entry of this formula, charge and spin)**: 58.4 kJ/mol



(7)
11 unconnected molecules or ions with the total composition C44H121N11O11 in a non-equilibrium geometry. Source: OMol25; level of theory: wB97M-V/def2-TZVPD.

Geometry (Å):
C1 -0.090 4.425 0.839
C2 -0.455 5.894 1.062
C3 -1.378 6.128 2.268
O1 -0.912 5.465 3.450
C4 -1.661 5.822 4.578
N1 0.746 6.719 1.305
H1 -0.893 3.771 0.508
H2 0.348 4.074 1.775
H3 0.725 4.420 0.111
H4 -0.997 6.263 0.188
H5 -2.370 5.755 1.979
H6 -1.436 7.174 2.578
H7 -2.748 5.959 4.545
H8 -1.291 6.749 5.034
H9 -1.514 5.055 5.340
H10 1.395 6.159 1.857
H11 1.264 6.795 0.429
C5 4.202 -2.160 -4.190
C6 5.218 -1.959 -5.319
C7 5.204 -0.526 -5.871
O2 5.842 -0.438 -7.130
C8 5.866 0.860 -7.670
N2 6.565 -2.310 -4.888
H12 3.190 -2.343 -4.551
H13 4.089 -1.234 -3.610
H14 4.554 -2.928 -3.505
H15 4.877 -2.664 -6.081
H16 5.707 0.197 -5.217
H17 4.151 -0.209 -5.936
H18 4.923 1.419 -7.646
H19 6.252 0.743 -8.677
H20 6.527 1.493 -7.060
H21 7.197 -2.074 -5.642
H22 6.829 -1.879 -4.015
C9 0.238 -3.891 -2.681
C10 -0.875 -4.830 -2.313
C11 -2.205 -4.078 -2.185
O3 -2.177 -3.234 -1.035
C12 -3.214 -2.282 -1.023
N3 -0.959 -5.949 -3.248
H23 0.367 -3.102 -1.937
H24 0.004 -3.314 -3.584
H25 1.203 -4.372 -2.843
H26 -0.705 -5.228 -1.308
H27 -2.970 -4.855 -2.059
H28 -2.403 -3.392 -3.020
H29 -4.239 -2.637 -1.131
H30 -3.008 -1.399 -1.640
H31 -3.127 -1.847 -0.019
H32 -1.513 -5.668 -4.062
H33 -1.597 -6.676 -2.921
C13 5.166 -2.225 2.057
C14 4.164 -2.108 0.897
C15 2.996 -3.070 1.175
O4 3.441 -4.418 1.247
C16 3.761 -4.972 -0.035
N4 3.697 -0.715 0.818
H34 5.373 -3.267 2.311
H35 4.799 -1.702 2.941
H36 6.163 -1.798 1.907
H37 4.659 -2.453 -0.015
H38 2.180 -2.986 0.445
H39 2.558 -2.913 2.163
H40 2.838 -4.895 -0.623
H41 4.020 -6.004 0.170
H42 4.520 -4.437 -0.607
H43 4.338 -0.147 0.282
H44 2.777 -0.760 0.372
C17 3.130 -1.656 -9.884
C18 1.991 -2.116 -8.943
C19 1.384 -1.032 -8.054
O5 0.977 -1.706 -6.871
C20 0.633 -0.908 -5.770
N5 1.012 -2.764 -9.804
H45 4.028 -1.518 -9.277
H46 2.869 -0.749 -10.435
H47 3.373 -2.403 -10.637
H48 2.448 -2.906 -8.344
H49 0.502 -0.530 -8.468
H50 2.099 -0.226 -7.832
H51 1.463 -0.697 -5.086
H52 -0.173 -1.454 -5.280
H53 0.238 0.089 -6.005
H54 0.753 -2.238 -10.627
H55 0.177 -3.009 -9.285
C21 -8.092 3.623 0.610
C22 -7.562 2.468 -0.273
C23 -6.106 2.194 0.084
O6 -5.352 3.284 -0.361
C24 -3.974 3.148 -0.117
N6 -8.435 1.322 0.021
H56 -8.336 3.291 1.616
H57 -8.987 4.069 0.170
H58 -7.340 4.413 0.601
H59 -7.698 2.634 -1.348
H60 -5.801 1.228 -0.347
H61 -6.055 2.016 1.167
H62 -3.781 3.251 0.956
H63 -3.439 3.967 -0.600
H64 -3.540 2.243 -0.555
H65 -8.259 0.557 -0.621
H66 -9.385 1.646 -0.108
C25 -1.484 0.614 1.678
C26 -0.062 0.289 1.201
C27 -0.054 0.264 -0.312
O7 1.230 -0.277 -0.699
C28 1.273 -0.518 -2.077
N7 0.876 1.231 1.793
H67 -2.233 -0.128 1.379
H68 -1.794 1.592 1.317
H69 -1.495 0.471 2.762
H70 0.136 -0.748 1.500
H71 -0.097 1.274 -0.737
H72 -0.874 -0.311 -0.747
H73 1.584 0.353 -2.664
H74 0.307 -0.846 -2.484
H75 1.879 -1.382 -2.367
H76 1.804 1.132 1.383
H77 1.048 0.810 2.703
C29 0.933 0.075 6.107
C30 1.993 0.451 5.064
C31 3.376 0.741 5.656
O8 4.492 0.721 4.786
C32 4.323 1.602 3.686
N8 2.060 -0.726 4.165
H78 0.678 0.985 6.670
H79 1.156 -0.645 6.897
H80 0.012 -0.239 5.619
H81 1.587 1.277 4.481
H82 3.627 -0.016 6.409
H83 3.386 1.659 6.263
H84 3.491 1.363 3.020
H85 5.136 1.358 2.988
H86 4.492 2.650 3.930
H87 2.629 -0.448 3.357
H88 2.684 -1.427 4.563
C33 -3.647 -5.527 6.239
C34 -2.709 -5.503 5.024
C35 -2.393 -4.076 4.600
O9 -1.361 -4.060 3.659
C36 -0.753 -2.806 3.450
N9 -1.552 -6.370 5.179
H89 -3.926 -6.572 6.364
H90 -4.545 -4.973 5.963
H91 -3.129 -5.133 7.111
H92 -3.290 -5.974 4.224
H93 -2.153 -3.460 5.489
H94 -3.301 -3.514 4.324
H95 -0.003 -2.607 4.222
H96 -1.350 -1.887 3.448
H97 -0.256 -2.852 2.484
H98 -0.851 -5.990 5.801
H99 -1.134 -6.593 4.290
C37 -2.683 -1.076 7.562
C38 -3.062 0.381 7.561
C39 -3.814 0.905 6.355
O10 -2.905 1.125 5.290
C40 -2.977 2.331 4.555
N10 -3.941 0.643 8.731
H100 -3.486 -1.789 7.352
H101 -2.263 -1.298 8.542
H102 -1.977 -1.271 6.749
H103 -2.130 0.952 7.640
H104 -4.356 1.841 6.522
H105 -4.605 0.191 6.095
H106 -2.082 2.381 3.945
H107 -3.008 3.248 5.156
H108 -3.940 2.328 4.037
H109 -3.789 1.594 9.040
H110 -3.771 0.010 9.498
C41 -0.942 3.828 -2.443
C42 -0.169 4.825 -3.288
C43 0.844 4.173 -4.231
O11 1.875 3.525 -3.522
C44 2.685 2.660 -4.268
N11 -1.149 5.605 -4.055
H111 -1.757 3.257 -2.903
H112 -1.519 4.255 -1.620
H113 -0.228 3.143 -1.978
H114 0.311 5.516 -2.590
H115 1.312 4.909 -4.890
H116 0.202 3.448 -4.753
H117 3.764 2.819 -4.179
H118 2.475 2.749 -5.339
H119 2.547 1.624 -3.942
H120 -0.629 6.297 -4.600
H121 -1.540 5.048 -4.815

Results
**Total charge**: 0
**HOMO energy**: -8.9068 eV
**Relative energy (zero: lowest compared OMol25 entry of this formula, charge and spin)**: 307.0 kJ/mol